Below is a structure of composition C2H3BeFO3, with properties calculated with ωB97M-V/def2-TZVPD.

Properties
- HOMO-LUMO gap: 11.57 eV
- E_HOMO: -23.2 eV
- Largest force on an atom: 0.060 hartree/bohr
- LUMO level: -11.608 eV
- Spin multiplicity: 1
- Electronic energy: -11359.6548 eV
- Charge: +2

Last column: Mulliken charge in e.
Cartesian coordinates (Å):
H  -1.426  0.661  -1.656  0.441
O  -0.855  -1.203  -1.096  -0.217
C  -0.831  0.004  -1.000  0.352
C  0.112  0.722  -0.026  0.372
F  -0.598  1.445  0.840  -0.140
H  0.786  1.391  -0.582  0.316
O  0.177  -0.972  1.430  -0.066
Be  -0.206  -1.982  0.242  0.518
O  1.082  -0.219  0.624  -0.047
H  1.758  0.154  1.224  0.471

=====

Below is the molecule C2H3Br2N, with properties calculated with ωB97M-V/def2-TZVPD.

Properties
- Energy relative to the best compared isomer or geometry (same formula, charge and spin): 5.452 eV
- HOMO-LUMO gap: 7.56 eV
- E_HOMO: -9.1 eV
- Largest force on an atom: 0.035 hartree/bohr
- LUMO level: -1.494 eV
- Spin multiplicity: 1
- Electronic energy: -143691.5908 eV

Last column: Mulliken charge in e.
Cartesian coordinates (Å):
C  -0.022  -1.392  0.096  -0.713
C  0.969  -2.045  -0.059  0.322
N  -1.559  1.418  0.015  -0.482
Br  -1.841  -0.506  0.080  0.430
Br  -4.284  0.338  0.087  -0.533
H  -0.802  1.625  -0.632  0.312
H  1.829  -2.647  -0.126  0.376
H  -1.302  1.718  0.952  0.287

=====

Below is a cluster of 2 separate species, C2H3Br2N3 in total, with properties calculated with ωB97M-V/def2-TZVPD.

Properties
- Energy relative to the best compared isomer or geometry (same formula, charge and spin): 0.950 eV
- HOMO-LUMO gap: 9.11 eV
- E_HOMO: -8.4 eV
- Largest force on an atom: 0.086 hartree/bohr
- LUMO level: 0.698 eV
- Spin multiplicity: 1
- SMILES: N/C(Br)=C/Br.N#N
- Electronic energy: -146677.2396 eV

Last column: Mulliken charge in e.
Cartesian coordinates (Å):
N  1.230  0.740  -0.089  -0.445
C  -0.062  0.558  -0.626  0.246
Br  -1.019  2.168  -0.974  -0.129
C  -0.563  -0.658  -0.566  -0.385
Br  -2.258  -0.970  -1.064  -0.095
H  1.632  1.589  -0.205  0.204
H  1.778  -0.116  -0.309  0.221
H  0.031  -1.484  -0.169  0.386
N  0.061  -1.100  2.278  -0.178
N  -0.829  -0.728  1.726  0.175

=====

Below is a structure of composition C2H3Br2O2P, with properties calculated with ωB97M-V/def2-TZVPD.

Properties
- Energy relative to the best compared isomer or geometry (same formula, charge and spin): 3.893 eV
- HOMO-LUMO gap (alpha / beta): 6.97 / 8.43 eV
- E_HOMO (alpha / beta): -8.6 / -9.2 eV
- Largest force on an atom: 0.071 hartree/bohr
- LUMO level (alpha / beta): -1.628 / -0.727 eV
- Spin multiplicity: 1
- Electronic energy: -155587.5815 eV

Last column: Mulliken charge in e.
Cartesian coordinates (Å):
C  1.740  2.437  0.433  0.765
C  0.536  -0.105  0.172  -0.251
O  0.771  2.148  0.934  -0.312
O  2.692  2.665  -0.174  -0.366
P  -2.508  -1.497  -0.082  -0.104
Br  2.193  -0.683  -0.559  -0.033
Br  0.253  -0.839  1.839  -0.026
H  -0.422  -0.202  -0.494  0.149
H  -1.770  -2.551  -0.777  0.085
H  -3.485  -1.373  -1.292  0.093

=====

Below is a structure of composition C2H3Br3Cl3Cu, with properties calculated with ωB97M-V/def2-TZVPD.

Properties
- HOMO-LUMO gap (alpha / beta): 8.09 / 3.24 eV
- E_HOMO (alpha / beta): -17.1 / -16.2 eV
- Largest force on an atom: 0.041 hartree/bohr
- LUMO level (alpha / beta): -9.017 / -12.960 eV
- Spin multiplicity: 3
- Electronic energy: -294432.6773 eV
- Charge: +2
- <S²>: 2.011

Last column: Mulliken charge in e.
Cartesian coordinates (Å):
Cu  -1.358  -3.750  -2.007  0.839
Cl  -0.507  -1.258  -1.511  -0.142
C  0.803  1.866  -1.616  -0.143
Cl  0.218  2.646  -0.047  -0.091
Cl  1.859  2.977  -2.501  0.002
H  1.364  0.945  -1.460  0.234
H  -0.020  1.603  -2.281  0.302
C  -0.513  -0.927  2.167  -0.152
Br  -2.125  -1.900  2.909  0.198
Br  1.013  -2.157  1.903  0.235
Br  0.076  0.544  3.271  0.433
H  -0.810  -0.590  1.174  0.285

=====

Below is a cluster of 2 separate species, C2H3Br3ClP in total, with properties calculated with ωB97M-V/def2-TZVPD.

Properties
- Energy relative to the best compared isomer or geometry (same formula, charge and spin): 2.702 eV
- HOMO-LUMO gap (alpha / beta): 6.94 / 7.73 eV
- E_HOMO (alpha / beta): -8.4 / -8.4 eV
- Largest force on an atom: 0.063 hartree/bohr
- LUMO level (alpha / beta): -1.480 / -0.686 eV
- Spin multiplicity: 1
- Electronic energy: -234059.8806 eV

Last column: Mulliken charge in e.
Cartesian coordinates (Å):
C  1.606  0.172  -0.093  -0.938
C  0.310  -0.634  -0.237  0.141
P  -2.115  0.538  1.414  0.243
Cl  -0.451  -0.618  -1.763  -0.068
Br  0.096  -2.318  0.714  -0.077
Br  -1.757  2.451  0.186  -0.165
Br  -3.343  -0.799  0.159  -0.082
H  1.239  1.180  -0.311  0.216
H  2.246  0.042  -0.875  0.389
H  2.168  -0.013  0.806  0.341

=====

Below is the molecule C2H3BrClNO2, with properties calculated with ωB97M-V/def2-TZVPD.

Properties
- Energy relative to the best compared isomer or geometry (same formula, charge and spin): 1.372 eV
- HOMO-LUMO gap: 9.12 eV
- E_HOMO: -10.7 eV
- Largest force on an atom: 0.062 hartree/bohr
- LUMO level: -1.602 eV
- Spin multiplicity: 1
- SMILES: C[C@](Cl)(Br)[N+](=O)[O-]
- Electronic energy: -90268.3815 eV

Last column: Mulliken charge in e.
Cartesian coordinates (Å):
C  1.031  -0.569  0.245  -0.943
C  -0.308  0.087  0.437  0.251
Cl  -0.666  1.138  1.739  -0.076
Br  -1.792  -1.597  0.623  -0.132
N  -0.673  0.842  -0.820  0.959
O  -1.670  1.483  -0.760  -0.500
O  0.104  0.820  -1.762  -0.575
H  1.387  -0.755  1.255  0.339
H  1.516  0.096  -0.494  0.345
H  1.071  -1.546  -0.463  0.331

=====

Below is a cluster of 2 separate species, C2H3BrF2S in total, with properties calculated with ωB97M-V/def2-TZVPD.

Properties
- Energy relative to the best compared isomer or geometry (same formula, charge and spin): 2.048 eV
- HOMO-LUMO gap: 8.92 eV
- E_HOMO: -8.5 eV
- Largest force on an atom: 0.119 hartree/bohr
- LUMO level: 0.404 eV
- Spin multiplicity: 1
- Electronic energy: -88432.5420 eV

Last column: Mulliken charge in e.
Cartesian coordinates (Å):
C  -0.109  -1.006  0.321  -0.583
C  -0.420  1.203  0.157  0.395
F  -1.639  1.333  0.715  -0.203
F  0.505  1.794  0.944  -0.195
S  0.634  -1.651  -1.055  -0.164
Br  -0.310  1.573  -1.653  -0.053
H  0.511  -0.911  1.295  0.293
H  -1.109  -1.269  0.520  0.350
H  1.936  -1.066  -1.244  0.161

=====

Below is the molecule C2H3BrN2O2, with properties calculated with ωB97M-V/def2-TZVPD.

Properties
- Energy relative to the best compared isomer or geometry (same formula, charge and spin): 2.517 eV
- HOMO-LUMO gap: 9.11 eV
- E_HOMO: -9.3 eV
- Largest force on an atom: 0.112 hartree/bohr
- LUMO level: -0.160 eV
- Spin multiplicity: 1
- SMILES: O=NON/C=C/Br
- Electronic energy: -79233.6847 eV

Last column: Mulliken charge in e.
Cartesian coordinates (Å):
O  -1.305  2.676  -0.106  -0.260
N  -1.303  1.676  0.441  0.261
O  -1.262  0.667  -0.611  -0.133
N  -1.017  -0.586  -0.360  -0.262
C  0.375  -0.983  -0.171  -0.113
C  1.341  -0.368  0.355  -0.500
Br  3.046  -0.774  -0.050  -0.098
H  -1.353  -1.075  0.529  0.307
H  0.396  -1.739  -0.871  0.396
H  1.083  0.505  0.844  0.401

=====

Below is the molecule C2H3BrN2S, with properties calculated with ωB97M-V/def2-TZVPD.

Properties
- Energy relative to the best compared isomer or geometry (same formula, charge and spin): 0.190 eV
- HOMO-LUMO gap (alpha / beta): 6.76 / 7.40 eV
- E_HOMO (alpha / beta): -6.3 / -10.3 eV
- Largest force on an atom: 0.097 hartree/bohr
- LUMO level (alpha / beta): 0.451 / -2.864 eV
- Spin multiplicity: 3
- Electronic energy: -85976.2702 eV
- <S²>: 2.006

Last column: Mulliken charge in e.
Cartesian coordinates (Å):
C  1.599  -0.597  0.406  0.300
C  0.546  0.427  0.329  -0.410
N  2.250  -1.547  0.494  -0.365
N  -0.454  0.147  -0.766  -0.305
S  -1.799  -0.769  -0.379  0.094
Br  -3.383  0.602  0.161  -0.176
H  0.097  0.400  1.380  0.312
H  0.993  1.449  0.003  0.249
H  0.152  -0.112  -1.628  0.302

=====

Below is a cluster of 2 separate species, C2H3BrO in total, with properties calculated with ωB97M-V/def2-TZVPD.

Properties
- Energy relative to the best compared isomer or geometry (same formula, charge and spin): 1.124 eV
- HOMO-LUMO gap (alpha / beta): 6.17 / 8.50 eV
- E_HOMO (alpha / beta): -5.6 / -10.9 eV
- Largest force on an atom: 0.117 hartree/bohr
- LUMO level (alpha / beta): 0.525 / -2.452 eV
- Spin multiplicity: 3
- Electronic energy: -74207.3422 eV
- <S²>: 2.011

Last column: Mulliken charge in e.
Cartesian coordinates (Å):
C  1.676  -0.024  0.772  0.596
C  1.592  -1.007  -0.003  -0.767
O  1.705  0.928  1.451  -0.369
Br  -2.251  1.423  0.917  -0.203
H  -2.189  0.805  -0.429  0.197
H  2.449  -1.379  -0.406  0.302
H  0.715  -1.687  -0.083  0.242

=====

Below is a cluster of 2 separate species, C2H3BrO2 in total, with properties calculated with ωB97M-V/def2-TZVPD.

Properties
- Energy relative to the best compared isomer or geometry (same formula, charge and spin): 8.346 eV
- HOMO-LUMO gap (alpha / beta): 6.56 / 10.59 eV
- E_HOMO (alpha / beta): -8.5 / -10.2 eV
- Largest force on an atom: 0.059 hartree/bohr
- LUMO level (alpha / beta): -1.942 / 0.418 eV
- Spin multiplicity: 1
- Electronic energy: -76251.9310 eV

Last column: Mulliken charge in e.
Cartesian coordinates (Å):
C  -1.914  -0.833  -0.419  0.337
C  1.574  0.467  0.441  -0.887
O  -1.039  -0.612  -1.478  -0.189
O  -0.573  -1.021  -0.175  -0.127
Br  -2.749  0.654  0.365  -0.030
H  1.954  -0.073  -0.368  0.292
H  1.750  0.096  1.423  0.305
H  0.997  1.321  0.211  0.301